{
  "formula": "C46H92O16",
  "method": "ωB97M-V/def2-TZVPD",
  "orbital_gap_ev": 9.748,
  "smiles": "COC(=O)OC.COC(=O)OC.C1CCOC1.C1CCOC1.C1CCOC1.C1CCOC1.C1CCOC1.C1CCOC1.C1CCOC1.C1CCOC1.C1CCOC1.C1CCOC1",
  "fmax_ha_per_bohr": 0.060,
  "energy_ha": -3011.52203,
  "relative_energy_ev": 0.514,
  "symbols": ["C", "O", "C", "O", "O", "C", "H", "H", "H", "H", "H", "H", "C", "O", "C", "O", "O", "C", "H", "H", "H", "H", "H", "H", "C", "C", "C", "O", "C", "H", "H", "H", "H", "H", "H", "H", "H", "C", "C", "C", "O", "C", "H", "H", "H", "H", "H", "H", "H", "H", "C", "C", "C", "O", "C", "H", "H", "H", "H", "H", "H", "H", "H", "C", "C", "C", "O", "C", "H", "H", "H", "H", "H", "H", "H", "H", "C", "C", "C", "O", "C", "H", "H", "H", "H", "H", "H", "H", "H", "C", "C", "C", "O", "C", "H", "H", "H", "H", "H", "H", "H", "H", "C", "C", "C", "O", "C", "H", "H", "H", "H", "H", "H", "H", "H", "C", "C", "C", "O", "C", "H", "H", "H", "H", "H", "H", "H", "H", "C", "C", "C", "O", "C", "H", "H", "H", "H", "H", "H", "H", "H", "C", "C", "C", "O", "C", "H", "H", "H", "H", "H", "H", "H", "H"],
  "positions_angstrom": [[0.0646, 2.0324, 4.5969], [0.1849, 3.4869, 4.8082], [-0.7566, 4.2056, 4.2947], [-1.8873, 3.8926, 4.0958], [-0.2178, 5.4312, 4.1592], [-1.0181, 6.3414, 3.4417], [-0.0633, 1.8247, 3.5153], [-0.7213, 1.5890, 5.1977], [0.9959, 1.6542, 5.0245], [-1.9225, 6.5237, 4.0290], [-1.1600, 6.0435, 2.4205], [-0.3779, 7.1832, 3.4301], [3.3788, -1.2145, 0.7919], [2.0637, -1.4245, 0.2211], [1.0480, -0.9618, 0.9509], [1.1749, -0.1919, 1.8973], [-0.1025, -1.3296, 0.3756], [-1.3031, -0.8572, 1.0146], [3.3311, -1.2592, 1.8943], [3.9474, -0.3331, 0.4394], [3.8885, -2.0860, 0.4510], [-1.2509, 0.2133, 1.2153], [-1.4237, -1.4013, 1.9485], [-2.1463, -1.0450, 0.3291], [-2.3673, 0.5476, -2.7843], [-1.9058, 1.1980, -4.0830], [-2.0026, 2.6844, -3.7602], [-2.9823, 2.7649, -2.7476], [-3.4844, 1.5129, -2.4713], [-1.5562, 0.6963, -2.0363], [-2.7442, -0.4587, -2.7619], [-2.5066, 0.9373, -4.9474], [-0.9003, 1.0258, -4.3686], [-2.2932, 3.2472, -4.6319], [-0.9815, 3.0478, -3.4623], [-4.4216, 1.1631, -3.0999], [-3.8653, 1.4175, -1.4658], [-1.9364, 3.2111, 0.9221], [-0.7067, 3.3112, 0.0420], [-0.4634, 4.8449, -0.0205], [-1.6123, 5.4177, 0.5379], [-2.6756, 4.4668, 0.5572], [-1.6346, 3.2552, 1.9579], [-2.5815, 2.3620, 0.7026], [-0.8538, 3.0178, -1.0069], [0.1311, 2.7781, 0.4836], [-0.3298, 5.1195, -1.0652], [0.3519, 5.1726, 0.5938], [-3.1453, 4.4256, -0.4685], [-3.3352, 4.8808, 1.3045], [3.3691, 4.7752, 2.8289], [2.7070, 3.9886, 1.6785], [3.7060, 2.8432, 1.4402], [4.3398, 2.5549, 2.7520], [3.8808, 3.6038, 3.6270], [2.6807, 5.2974, 3.4155], [4.1673, 5.4385, 2.4762], [2.3913, 4.5369, 0.8078], [1.7968, 3.5181, 2.0909], [4.5676, 3.2119, 0.8297], [3.3171, 1.9111, 0.9797], [4.7129, 3.9188, 4.2678], [3.0569, 3.2303, 4.2651], [-1.0686, -2.9784, -5.1124], [-0.9688, -3.4336, -3.6467], [-0.0524, -2.4577, -2.9362], [0.4593, -1.5359, -3.9192], [0.2324, -2.1692, -5.2192], [-1.8399, -2.2681, -5.2950], [-1.2876, -3.7214, -5.8831], [-0.5089, -4.4589, -3.5851], [-1.9436, -3.5181, -3.1764], [0.8209, -2.9307, -2.4273], [-0.5534, -1.9101, -2.1058], [1.0931, -2.8340, -5.3806], [0.2952, -1.4538, -6.0407], [3.9452, -5.1939, 4.4885], [3.4656, -4.1057, 3.4665], [4.5238, -4.0575, 2.3362], [5.6035, -4.8461, 2.8144], [5.4886, -5.0444, 4.2837], [3.5387, -6.1758, 4.2686], [3.5931, -4.8863, 5.4519], [3.4615, -3.1453, 3.9930], [2.4968, -4.3120, 3.0965], [4.8808, -3.0738, 2.1276], [4.1710, -4.5686, 1.4142], [5.9086, -4.1752, 4.8783], [6.1429, -5.9086, 4.5077], [-5.1945, 1.9528, 2.2306], [-4.4450, 1.7246, 3.5175], [-3.5336, 0.5280, 3.1890], [-3.8768, 0.0686, 1.8689], [-5.1543, 0.5690, 1.5653], [-4.5936, 2.6610, 1.6404], [-6.1983, 2.3040, 2.2748], [-5.1592, 1.4621, 4.3342], [-3.7933, 2.5072, 3.8973], [-3.6781, -0.2936, 3.9121], [-2.4499, 0.7930, 3.1163], [-6.0221, 0.0017, 1.9787], [-5.3577, 0.5875, 0.4950], [-6.5571, -2.5206, -3.1956], [-7.0159, -2.6096, -1.7852], [-6.2204, -1.5577, -1.1296], [-4.9270, -1.6566, -1.7575], [-5.0394, -2.1348, -3.0791], [-7.1427, -1.7909, -3.7451], [-6.7084, -3.4825, -3.6696], [-6.7722, -3.5725, -1.2667], [-8.0373, -2.4009, -1.5916], [-6.0700, -1.7569, -0.0546], [-6.5726, -0.4933, -1.2649], [-4.4214, -3.0271, -3.1702], [-4.6339, -1.4015, -3.8119], [3.0253, 1.4010, -2.4428], [3.4868, 2.7612, -2.8341], [2.1663, 3.5007, -3.1240], [1.1787, 2.5378, -3.3753], [1.5090, 1.4907, -2.4478], [3.2944, 1.0390, -1.4777], [3.4386, 0.6689, -3.1571], [4.0718, 2.7046, -3.8039], [4.0674, 3.3211, -2.0900], [2.2473, 4.1450, -4.0287], [1.8952, 4.1053, -2.2131], [1.0136, 0.5860, -2.8274], [1.0811, 1.7104, -1.4011], [-2.6107, -4.0166, -0.2590], [-3.8091, -4.8882, -0.6151], [-3.2005, -6.2569, -1.0015], [-1.8199, -5.9872, -1.2687], [-1.4159, -4.9705, -0.3904], [-2.7312, -3.5372, 0.7340], [-2.6198, -3.2065, -0.9639], [-4.3135, -4.5073, -1.5243], [-4.5194, -4.9701, 0.1915], [-3.7465, -6.6641, -1.8962], [-3.2667, -6.9395, -0.1800], [-0.5516, -4.5162, -0.8221], [-1.1433, -5.3035, 0.6267], [7.2887, -1.5551, -1.5515], [7.8761, -0.4382, -0.7394], [6.7044, -0.1435, 0.2343], [6.2753, -1.4769, 0.6016], [6.3798, -2.3466, -0.5792], [8.0670, -2.2909, -1.7881], [6.7126, -1.1893, -2.4163], [8.0591, 0.4120, -1.4524], [8.7704, -0.7170, -0.1933], [5.9663, 0.4692, -0.2965], [6.9656, 0.3542, 1.1879], [5.3793, -2.5254, -0.9030], [6.8875, -3.2522, -0.3317]],
  "forces_ev_per_angstrom": [[0.4656, 0.6607, 0.2540], [1.2555, -2.8045, 0.2752], [0.6053, 2.0336, 0.7311], [-1.1723, -0.3664, -0.6758], [-0.0644, -1.2041, -0.1953], [-0.2292, 0.4256, 0.7346], [0.2207, -0.0196, 0.7281], [-0.4717, 0.2583, -0.1134], [-0.0107, -0.0401, -0.5837], [-0.1017, 0.1577, -0.5377], [-0.5450, -0.3538, -0.2770], [0.2133, 1.3527, -0.0318], [-0.0430, -0.3830, 0.4677], [-0.1540, 0.2826, 0.3869], [0.1074, 1.8942, 0.1004], [-0.4946, -1.2204, -0.7772], [0.3895, -0.0570, 0.2133], [-0.2412, 0.0371, -0.2547], [0.0059, 0.3430, -0.5961], [-0.9163, -0.2192, 0.1169], [0.5517, -0.3869, -0.1482], [0.1293, -0.0722, -0.0418], [-0.2173, 0.0479, 0.0444], [0.5738, -0.0676, 0.3286], [0.5679, 0.9912, 0.3530], [0.1316, -0.0586, -0.3311], [1.0133, -0.4989, -0.2743], [-0.4207, 1.6000, 0.5305], [-1.9399, -2.0573, -0.5426], [-0.4303, -0.3691, -0.2419], [0.2304, -0.5551, -0.3220], [-0.4592, -0.1417, -0.0145], [1.0919, -0.6814, -0.1242], [-0.3243, 0.3969, -0.3149], [-1.1740, -0.1127, 0.2767], [1.4456, 1.0266, 0.5278], [0.1777, 0.4213, 0.6222], [-0.7478, -0.4766, -0.8031], [0.4983, 0.4638, -0.4863], [-0.3376, -1.0837, -0.0117], [-0.4502, 1.1355, -0.3261], [0.4708, 0.8726, -0.8069], [-0.2237, -0.1935, 0.2805], [0.2879, -0.4340, 0.2110], [-0.1953, -0.4922, 0.4670], [0.1843, -0.1437, -0.1625], [0.1277, 0.3910, -0.0852], [0.7046, 0.2156, 0.1007], [0.1968, -0.1832, 0.9908], [-0.6086, -0.3065, 0.1435], [0.7229, -1.3070, -1.6444], [-0.2565, -1.0548, 0.9120], [1.5923, 0.3040, 0.0418], [-1.3931, 0.9405, -0.9129], [0.6084, -0.3118, 1.0195], [-1.1445, 1.0754, 0.7503], [-0.0983, -0.1560, 0.0333], [0.3002, 0.2393, -0.4443], [0.0968, 0.2274, -0.0913], [-0.7087, -0.2810, -0.0103], [-0.0029, 0.5688, 0.5176], [-0.0808, -0.3419, 0.0130], [0.3364, 0.0157, -0.1738], [0.8503, 0.8497, 0.3616], [0.0243, -1.8509, -0.2579], [0.7037, 0.7242, 0.9613], [-1.0557, -0.4635, -1.0096], [1.1628, -0.6059, 0.2515], [-1.0166, 0.7387, 0.4356], [0.7504, -0.3418, 0.3033], [-0.5278, 0.8418, -0.2041], [-0.1121, 0.0507, 0.1138], [-0.5140, -0.0532, -0.4877], [0.1666, -0.0024, -0.7828], [-0.1096, -0.1834, -0.0192], [-0.3448, 0.3642, 0.3964], [0.9763, 1.1934, -1.2090], [1.0956, 0.1043, 0.4930], [-0.5220, -1.6839, 0.6198], [0.6827, -0.3532, 1.7684], [-0.1624, 0.1046, -0.9342], [0.2836, -0.1706, -0.1899], [0.0507, -0.0254, 0.7477], [-0.1740, -0.0725, -0.1223], [-1.1100, -0.1046, -0.3588], [0.1063, 0.7621, -0.2223], [0.0888, 0.5193, 0.3699], [-0.5814, -0.6203, -0.8266], [-0.6410, 0.2867, -0.1113], [1.2725, 0.1774, -1.2757], [-0.2373, -0.8000, 1.3959], [0.5865, -0.3585, -0.2184], [-0.3477, -0.2908, 0.0792], [-1.0875, 0.7092, 0.3758], [-0.3979, -0.1542, -0.1302], [-0.7352, 0.4577, 0.4294], [0.5492, 0.0577, -0.4802], [-0.3760, 0.4618, -0.2745], [0.2066, 0.2103, -0.2300], [-0.8210, -0.1154, 0.3694], [0.7186, -0.3048, 0.1578], [0.5688, 0.0580, -0.1216], [0.5663, -0.4082, -1.2449], [0.1488, -0.7840, 1.3843], [1.5934, 1.4212, 0.7606], [0.5136, 0.5022, 0.7602], [-0.9457, -0.2677, -0.1522], [0.0563, 0.2460, -0.1030], [0.1616, -0.1071, -0.4646], [-0.1290, 0.5624, -0.7371], [-1.2470, -0.0699, -0.2705], [-0.0217, 0.3091, -0.3746], [-0.0978, -1.0273, 0.0720], [0.1277, -0.1707, -0.0411], [-0.6428, -0.2233, 0.3578], [-0.1881, -1.4578, -0.2533], [0.7065, 1.3498, -1.4848], [0.2879, 1.5154, -0.1111], [0.4642, -0.5346, 0.6800], [-1.4762, -0.5861, 0.1760], [0.6573, -0.0094, 0.8929], [-0.5922, 0.0811, 0.2008], [-0.4261, 0.1361, 1.2437], [-0.0186, -0.2883, -0.1778], [-0.1749, -0.1867, 0.8010], [0.0472, -0.2468, -0.7619], [0.1718, 0.1541, 0.2449], [0.6925, -0.0623, -1.3653], [-0.4090, 0.3299, 0.5640], [-0.1529, -0.4758, -1.0310], [-0.4043, 0.7872, -0.6698], [-0.5664, -0.6065, -0.3230], [-0.4686, 0.6776, 0.7083], [0.2977, -0.4661, -0.4248], [0.5049, 0.4807, -0.3928], [0.0558, 0.0515, 0.6807], [-0.3557, -0.0763, 0.1861], [0.9985, 0.1320, 0.7385], [-0.1130, -0.6989, 0.5317], [0.6514, 0.4098, -0.2583], [-0.0583, -0.4681, -0.3078], [-0.3385, -1.7047, -0.0947], [-0.8485, 1.8282, -0.2885], [1.1442, -0.8042, 0.3713], [-0.0407, 0.1378, -0.6117], [0.6416, 2.3035, 0.8501], [-0.1284, 0.4969, -0.8883], [0.5017, -0.2328, 0.1684], [0.2037, -0.5362, 1.0155], [0.1208, -0.0038, -0.0368], [-0.4053, -0.2896, 0.1036], [-0.0387, -0.1692, -0.6146], [-0.6248, -0.3090, -0.6545], [-0.0186, -0.7015, 0.6677]]
}